ORCA calculation (ωB97M-V/def2-TZVPD) on a molecular structure, CH3BrO in a non-equilibrium geometry.

* E: -2689.00142 Ha
* molecular weight: 110.9 g/mol
* ΔE to the lowest compared entry with this formula, charge and spin: 84.4 kcal/mol
* charge: 0
* frontier orbital gap (alpha / beta): 0.255 / 0.267 hartree

Structure (XYZ):
```
6
CH3BrO, DFT ωB97M-V/def2-TZVPD
C -0.334 0.002 -0.016
O -1.637 0.244 -0.073
Br -2.929 -1.828 0.181
H 0.225 0.909 -0.001
H -0.114 -0.829 -0.833
H -0.238 -0.440 1.030
```